Below is a cluster of 8 separate species, C4H21NO9S in total in a non-equilibrium geometry, with properties calculated with wB97M-V/def2-TZVPD.

Its largest force on an atom is 2.95 eV/Å. Its lowest unoccupied orbital energy (spin up / spin down) is 2.58 / 0.24 eV. The calculation puts the energy above the lowest of the compared OMol25 structures with the same formula, charge and spin at 0.00 kcal per mole. Its expectation value of S² is 0.75. The value obtained for the molecular weight is 259.28 g mol⁻¹. Its spin multiplicity is 2. Its total energy is -35243.9369 eV. The charge is -1.

```
36
Properties=species:S:1:pos:R:3:nbo_charge:R:1
C 2.821 -0.251 -1.542 -0.64
C 1.606 0.691 -1.524 -0.07
C 1.927 2.122 -1.965 -0.54
S 2.717 1.998 -3.630 0.03
N 1.290 0.759 -0.082 -0.69
C 0.044 1.155 0.430 0.88
O -0.950 0.802 -0.280 -0.86
O 0.021 1.772 1.510 -0.77
H 3.140 -0.447 -2.584 0.21
H 2.481 -1.172 -1.067 0.23
H 3.809 0.022 -1.154 0.22
H 0.719 0.329 -2.041 0.24
H 0.994 2.656 -2.130 0.24
H 2.645 2.627 -1.327 0.22
H 2.117 0.854 0.494 0.38
H -3.002 2.496 0.176 0.47
H -3.251 1.077 -0.179 0.49
O -3.554 1.750 0.440 -0.95
H -0.257 -1.841 0.621 0.48
H -0.363 -2.709 -0.585 0.51
O -0.404 -2.786 0.385 -0.97
H -1.337 -0.594 -0.971 0.52
H -2.509 -1.447 -1.805 0.48
O -1.583 -1.240 -1.689 -1.05
H 1.039 -2.569 -3.445 0.46
H -0.379 -2.294 -2.847 0.50
O 0.173 -2.983 -3.277 -0.98
H -1.519 2.286 2.706 0.50
H -2.896 2.294 2.175 0.49
O -2.432 2.183 3.029 -1.01
H 0.035 -3.180 1.967 0.50
H -0.295 -2.479 3.354 0.46
O 0.203 -3.173 2.924 -0.98
H -1.611 0.879 4.416 0.50
H -0.536 -0.162 4.488 0.46
O -0.902 0.574 5.008 -0.96
```